C5H5NS | ωB97M-V/def2-TZVPD

Summary:
Net charge ... 0
Energy relative to the best compared isomer or geometry (same formula, charge and spin) ... 171.8 kcal per mole
Energy ... -646.1790 a.u.

Positions of all 12 atoms, in Å:
C  -3.39150  -0.86301  1.29754
C  -2.27536  -0.51493  1.06527
C  1.40225  0.08969  -0.50982
C  1.57791  -1.17786  -0.05848
C  0.51480  0.90102  0.36832
N  0.13875  0.11010  1.44448
S  0.86901  -1.30094  1.53909
H  -4.34350  -1.14786  1.73510
H  1.53322  0.17043  -1.57090
H  2.22702  -1.85505  -0.54863
H  1.14226  1.75196  0.67826
H  -0.49668  1.47037  0.09306